1.
Formula: C5H13N3
Source: the OMol25 dataset
Level of theory: ωB97M-V/def2-TZVPD

Structure (XYZ):
```
21
C5H13N3 ωB97M-V/def2-TZVPD
C 0.4294 -1.3474 -1.0763
C -1.7684 -0.5935 0.2109
C 0.5984 -2.7344 -0.6230
N -0.2960 -0.6695 0.3050
C 0.4620 1.6805 0.4931
N 0.9245 2.7511 1.2686
N 0.0920 2.0899 -0.7847
C 0.3443 0.4323 0.9818
H 1.6082 3.3285 0.7953
H 1.2425 2.4864 2.1892
H -0.4030 2.9696 -0.8147
H -0.2965 1.3785 -1.3820
H 0.8217 0.1688 1.9144
H -0.2635 -1.1493 -1.8982
H 1.3389 -0.7614 -1.1939
H -2.0785 0.1908 -0.4803
H -2.1309 -1.5558 -0.1545
H -2.1960 -0.3940 1.1935
H -0.0359 -3.4765 -1.1015
H 1.6265 -3.0698 -0.5136
H -0.0197 -1.7250 0.6711
```

Properties
- HOMO-LUMO gap: 7.174 eV
- Net charge: 0
- LUMO level: 0.7434 eV

Atomic partial charges in e from the natural (NBO) method, atoms 1 to 5:
1. C -0.22
2. C -0.41
3. C -0.90
4. N -0.55
5. C 0.35

2.
Formula: C5H13N3
Source: the OMol25 dataset
Level of theory: ωB97M-V/def2-TZVPD

Structure (XYZ):
```
21
C5H13N3 ωB97M-V/def2-TZVPD
C 1.8331 0.5207 1.5536
C 0.5806 0.0567 0.8565
C -0.6639 0.4292 1.6790
C 0.6398 -1.4082 0.4694
C -0.2424 0.7532 -1.3953
H 2.1666 -0.0783 2.4495
H 1.6444 1.5606 1.8314
H 2.6923 0.4262 0.8618
H -1.5622 0.2967 1.0601
H -0.8346 -0.2414 2.5171
H -0.6614 1.4783 2.0228
H -0.3215 -1.7960 0.0754
H 1.4254 -1.5516 -0.2806
H 0.8689 -1.9797 1.3938
H 0.0303 1.3039 -2.3041
H -1.5083 -0.7558 -1.0842
H -2.0050 0.7441 -3.3276
H -1.2219 -0.6460 -3.4995
N 0.4236 0.9419 -0.3807
N -1.4208 0.0962 -1.6005
N -1.8629 -0.1506 -2.8976
```

Properties
- SMILES: CC(C)(C)/N=C\NN
- HOMO-LUMO gap: 9.564 eV
- Net charge: 0
- LUMO level: 0.8889 eV

Atomic partial charges in e from the natural (NBO) method, atoms 1 to 5:
1. C -0.61
2. C 0.09
3. C -0.62
4. C -0.62
5. C 0.28

3.
Formula: C5H13N3
Source: the OMol25 dataset
Level of theory: ωB97M-V/def2-TZVPD

Structure (XYZ):
```
21
C5H13N3 ωB97M-V/def2-TZVPD
C -1.8100 -0.9685 0.1145
C -0.4848 -0.2450 0.8728
C 0.0968 0.8487 -0.0289
C 2.5715 1.0504 0.5609
C 1.5227 0.5134 -0.3642
N -2.8624 -0.0225 -0.1243
N -1.4382 -1.6073 -1.0960
N 1.6865 -0.3283 -1.3120
H -2.1700 -1.7035 0.8425
H -2.6200 0.6265 -0.8647
H -3.0747 0.5122 0.7083
H -0.6547 -1.0517 -1.6480
H -1.0168 -2.5091 -0.9066
H 2.6600 -0.5741 -1.4787
H 0.2160 -1.0654 1.0264
H -0.7254 0.1567 1.8589
H -0.4093 0.8986 -1.0017
H 0.0257 1.8383 0.4177
H 2.2470 0.9563 1.5987
H 3.5363 0.5547 0.4580
H 2.7038 2.1195 0.3665
```

Properties
- SMILES: [H]/N=C(\C)CCC(N)N
- HOMO-LUMO gap: 9.507 eV
- Net charge: 0
- LUMO level: 0.9274 eV

Atomic partial charges in e from the natural (NBO) method, atoms 1 to 5:
1. C 0.15
2. C -0.44
3. C -0.49
4. C -0.69
5. C 0.35

4.
Formula: C5H13N3O
Source: the OMol25 dataset
Level of theory: ωB97M-V/def2-TZVPD

Structure (XYZ):
```
22
C5H13N3O ωB97M-V/def2-TZVPD
C 0.4986 -0.6228 -0.3534
C -0.7289 -0.3872 -1.2210
C 0.1940 -1.6044 0.7671
C 1.7279 -1.1884 -1.4195
N 0.9750 0.6209 0.1889
H 1.6690 0.4852 0.9157
H 1.4163 1.1508 -0.5648
H -0.4894 0.2960 -2.0327
H -1.5415 0.0107 -0.6060
H -1.0616 -1.3213 -1.6678
H 0.9962 -1.6305 1.5027
H -0.7245 -1.3398 1.2766
H 0.0597 -2.5998 0.3593
H 2.6790 -1.3393 -0.9022
H 1.8708 -0.4932 -2.2453
H 1.3957 -2.1439 -1.8194
N -0.8290 2.8251 0.9535
N -1.9214 2.0318 1.2625
C -2.2273 1.2068 2.0685
O -2.7570 0.3982 2.7244
H -0.0763 2.2077 0.6147
H -1.1255 3.4373 0.1981
```

Properties
- SMILES: CC(C)(C)N.NN=C=O
- HOMO-LUMO gap: 9.428 eV
- Net charge: 0
- LUMO level: 0.6939 eV

Atomic partial charges in e from the natural (NBO) method, atoms 1 to 5:
1. C 0.16
2. C -0.63
3. C -0.63
4. C -0.64
5. N -0.86

5.
Formula: C5H13N3O4
Source: the OMol25 dataset
Level of theory: ωB97M-V/def2-TZVPD

Structure (XYZ):
```
25
C5H13N3O4 ωB97M-V/def2-TZVPD
C 0.9622 -0.0934 -1.2804
C 0.8069 -0.8407 0.0049
C 1.0656 1.1375 2.1755
C -0.2545 0.9954 1.4611
C -0.4575 -0.4223 0.7897
H -3.5002 -1.5354 -2.0192
H -2.3237 0.1589 -2.0614
H 2.9520 -0.3097 -1.2154
H 0.8205 1.0072 -1.2210
H 0.2330 -0.3682 -2.0555
H 0.8729 -1.8792 -0.1881
H 3.0092 0.8035 1.4815
H 1.2180 2.0994 2.5565
H 1.2198 0.3674 2.9909
H -0.3144 1.7256 0.7489
H -1.1834 0.4743 3.2029
H -0.7172 -1.1436 1.6369
H -2.2245 -0.0634 0.5037
N -3.1492 -1.3205 -2.9269
N -2.4198 -0.2858 -3.0167
N 2.0868 0.7858 1.1886
O 2.2684 -0.2623 -1.9097
O 1.9725 -0.5905 0.8294
O -1.2743 1.1380 2.4666
O -1.5194 -0.3168 -0.1339
```

Properties
- SMILES: OC[C@H]1ONC[C@H](O)[C@H]1O.[H]/N=N\[H]
- HOMO-LUMO gap: 9.713 eV
- Net charge: 0
- LUMO level: 0.3430 eV

Atomic partial charges in e from the natural (NBO) method, atoms 1 to 5:
1. C -0.10
2. C 0.03
3. C -0.26
4. C 0.06
5. C 0.08

6.
Formula: C5H13N3O4S
Source: the OMol25 dataset
Level of theory: ωB97M-V/def2-TZVPD

Structure (XYZ):
```
26
C5H13N3O4S ωB97M-V/def2-TZVPD
C -3.8034 -1.2264 0.8617
C -2.9084 -0.6251 -0.1811
C -2.5218 0.7683 0.0224
C -1.0441 1.0508 0.4419
C 0.0439 1.3263 -0.6071
N 4.3873 -1.6534 -0.4570
N 1.3065 1.3423 0.0546
N 1.9973 0.3545 -0.2040
O 3.1203 0.1850 0.6503
O 1.9706 -0.3834 -1.1855
O 5.3702 0.2579 1.1920
O 4.7670 0.6756 -1.1795
S 4.6007 -0.0229 0.0276
H -3.4196 -0.9627 1.8171
H -4.7893 -0.7300 0.7059
H -4.1910 -2.2175 0.8027
H -3.2710 -0.8256 -1.2737
H -1.9292 -1.1146 -0.1979
H -3.0723 1.1842 0.8790
H -2.6474 1.2941 -0.9566
H -0.8298 0.0693 0.9340
H -0.9562 1.9959 1.1259
H -0.1472 2.3973 -0.9810
H 0.2030 0.5902 -1.5158
H 4.0739 -2.1106 0.3485
H 3.6900 -1.6196 -1.1244
```

Properties
- SMILES: CCCCC/N=[N+](\[O-])OS(N)(=O)=O
- HOMO-LUMO gap: 10.743 eV
- Net charge: 0
- LUMO level: 0.0926 eV

Atomic partial charges in e from the natural (NBO) method, atoms 1 to 5:
1. C -0.61
2. C -0.41
3. C -0.41
4. C -0.39
5. C -0.30

7.
Formula: C5H13N3O4S
Source: the OMol25 dataset
Level of theory: ωB97M-V/def2-TZVPD

Structure (XYZ):
```
26
C5H13N3O4S ωB97M-V/def2-TZVPD
C 1.2637 3.7200 2.1452
C 0.4590 -0.4226 2.1973
C 2.1868 -1.0636 0.2632
C -3.1959 0.5252 -0.6884
C -2.7010 -0.1309 -1.7585
N -2.7593 -1.3872 -1.9799
N 0.9217 -0.5891 0.7711
N -3.6306 -0.1602 0.4736
O 2.3137 3.3366 1.8887
O 0.3504 4.3031 2.4050
O -0.7871 -2.5762 -0.2475
O 0.0642 -0.7443 -1.7647
S -0.4266 -0.8783 -0.4032
H -0.5554 -0.7378 2.2406
H 0.9538 -1.1676 2.8576
H 0.9354 0.5371 2.4793
H 2.0289 -1.2280 -0.8112
H 2.8664 -0.1885 0.4053
H 2.5633 -1.9798 0.7908
H -3.2578 1.5499 -0.5283
H -2.3083 0.5648 -2.5860
H -2.2227 -1.7476 -2.7479
H -2.8021 -1.9628 -1.1321
H -3.2286 -1.1399 0.4322
H -3.4216 0.2287 1.2783
H -0.0837 -3.2108 -0.1302
```

Properties
- HOMO-LUMO gap (alpha / beta): 3.388 / 7.957 eV
- Spin multiplicity: 3
- Net charge: 0
- LUMO level (alpha / beta): 0.4112 / -0.9329 eV

Atomic partial charges in e from the natural (NBO) method, atoms 1 to 5:
1. C 1.01
2. C -0.43
3. C -0.44
4. C -0.05
5. C -0.10

8.
Formula: C5H13N4
Source: the OMol25 dataset
Level of theory: ωB97M-V/def2-TZVPD

Structure (XYZ):
```
22
C5H13N4 ωB97M-V/def2-TZVPD
C -0.8602 0.8751 -0.0390
C -0.3531 -1.3479 -0.1180
C -1.4169 -0.3716 -0.5709
C 1.7043 1.6424 0.0963
C 2.0093 -1.3713 0.2812
N -1.4794 2.0327 0.1054
N 0.6227 0.6533 -0.1600
N 0.9149 -0.7062 -0.2979
N -2.7385 -0.7731 -0.0891
H -0.4582 -1.4860 1.0091
H -0.3417 -2.3561 -0.6598
H -1.2957 -0.2547 -1.6845
H 1.4705 2.5231 -0.5025
H 1.7153 1.9157 1.2185
H 2.7250 1.1600 -0.2789
H 3.0610 -1.3289 -0.2538
H 2.2957 -0.7516 1.2005
H 1.7675 -2.4646 0.3862
H -1.0550 2.9082 0.4465
H -2.5762 -1.2849 0.7830
H -3.1955 -1.3357 -0.7158
H -2.5160 2.1222 -0.1563
```

Properties
- SMILES: CN1C[C@@H](N)C(N)=[N+]1C
- HOMO-LUMO gap (alpha / beta): 8.354 / 8.355 eV
- Net charge: +1
- LUMO level (alpha / beta): -3.6219 / -3.6217 eV

Atomic partial charges in e from the natural (NBO) method, atoms 1 to 5:
1. C 0.51
2. C -0.22
3. C -0.16
4. C -0.45
5. C -0.45

It is found that the energy above the lowest of the compared OMol25 structures with the same formula, charge and spin values, taken in the order of the records, are 87.5, 45.2, 20.2, 52.8, 0.0, 92.8, 25.1, 65.9 kcal per mole.